No. 1
Below is the molecule C14H22ClNO2, with properties calculated with ωB97M-V/def2-TZVPD.

Output
Total charge = 0
M = 271.79 g mol⁻¹
Relative energy (zero: lowest compared OMol25 entry of this formula, charge and spin) = 1203.3 kJ/mol
HOMO energy = -8.35 eV
Gap between HOMO and LUMO = 0.33405 Ha
Multiplicity = 1
Maximum force = 17.32 eV/A
Calculated total energy = -1211.62258 a.u.
LUMO level = 0.7 eV

Each line ends with the Löwdin charge.
Positions of all 40 atoms, in Å:
Cl -3.43665 6.53082 1.05949  0.608
O -1.65431 0.91203 0.14932  -0.103
O 5.46400 -3.38419 -1.12069  -0.190
N 2.62545 -2.82057 -0.30061  -0.048
C 0.47035 -2.27677 -1.55095  -0.083
C -0.21606 -0.83920 0.58373  -0.322
C -1.29904 3.25963 1.57320  -0.038
C 3.27834 -3.79150 0.16016  -0.438
C -1.93955 2.39361 0.53831  -0.011
C -3.47649 4.27134 -0.13827  -0.346
C -0.56536 0.34105 0.95132  -0.333
C 4.78115 -3.47428 0.31492  -0.157
C -2.82548 4.81185 1.11138  -0.470
C 1.22319 -3.46226 -0.56678  -0.045
C -1.87880 4.35407 1.85976  -0.200
C -4.48418 4.71492 -1.00995  -0.124
C 0.27257 -1.00376 -0.79016  -0.243
C -3.04386 2.96070 -0.38297  0.043
H 0.15540 -1.54242 1.30157  0.135
H -4.70735 3.94989 -1.86738  0.127
H 1.31083 -4.23273 -1.13055  0.035
H 3.03137 -2.70028 -1.22955  0.135
H 1.32084 -0.63928 -0.71957  0.116
H -3.19956 2.34112 -1.27882  0.115
H 4.82517 -2.48760 0.68771  0.093
H -0.71474 2.77001 2.30059  0.095
H -0.06160 -0.21871 -1.52114  0.141
H -4.09587 5.42660 -1.56660  0.022
H 0.40246 0.98760 1.14176  0.172
H -0.63811 -2.69237 -1.50537  0.150
H 3.31923 -4.84514 -0.47392  0.162
H -1.23295 -1.42286 0.50334  0.172
H 0.62765 -3.58420 0.17941  0.042
H 0.87374 -2.30307 -2.34359  -0.018
H -1.53283 4.96745 2.49510  0.068
H -5.43691 4.85914 -0.32515  0.147
H 2.97490 -3.86255 1.28492  0.165
H -1.17403 0.30584 2.04466  0.191
H 5.34297 -4.08298 0.90972  0.069
H 5.31413 -4.49095 -1.32835  0.165

---

No. 2
Below is a structure of composition C14H22CrO5P, with properties calculated with ωB97M-V/def2-TZVPD.

Output
<S²> = 6.0481
Total charge = +1
M = 353.29 g mol⁻¹
Relative energy (zero: lowest compared OMol25 entry of this formula, charge and spin) = 141.9 kJ/mol
HOMO energy (spin up / spin down) = -10.60 / -12.91 eV
Gap between HOMO and LUMO (spin up / spin down) = 0.23767 / 0.26593 Ha
Multiplicity = 5
Maximum force = 6.04 eV/A
Calculated total energy = -2308.23060 a.u.
LUMO level (spin up / spin down) = -4.1 / -5.7 eV

Each line ends with the Löwdin spin population.
Positions of all 43 atoms, in Å:
Cr 0.22809 0.36332 0.09902  2.472
P -1.06923 0.65674 2.12349  0.021
O 0.69293 -0.91602 -2.69532  0.251
O 2.28572 -1.40138 1.22449  0.117
O 1.68289 3.03810 0.00290  0.116
O -2.86711 -3.54720 0.44398  0.001
O -1.16213 1.62989 -2.68878  0.224
C -0.53640 -1.77759 3.43176  0.000
C -2.31656 2.89936 1.01117  0.012
C 0.43124 -0.33427 -1.73264  0.220
C -0.85079 2.78590 4.11259  0.004
C -3.78972 1.55579 2.60469  0.001
C 1.13232 1.32447 3.66832  0.005
C -0.43973 1.29157 -1.78617  0.239
C -2.10760 -2.65104 0.51922  0.015
C -1.89589 -0.19127 4.75698  -0.002
C -2.64290 1.52753 1.58472  0.004
C -1.57400 -0.66834 3.33971  -0.002
C -0.10379 1.95135 3.05459  0.016
C 1.08912 2.05233 -0.06200  0.122
C 1.41057 -0.77913 0.81266  0.117
H -0.83003 -2.52745 4.20555  0.000
H -2.48206 -1.03491 2.88045  0.000
H -1.14360 0.20689 0.51908  0.027
H 0.91829 0.65391 4.55811  0.000
H -1.00512 0.11638 5.36358  0.000
H -2.62864 0.64217 4.76909  0.000
H -2.05737 3.67644 1.75261  0.001
H -3.50109 2.18770 3.44747  0.000
H -0.18844 3.60099 4.46367  0.001
H 1.83097 2.12760 4.04301  0.000
H 0.21936 2.58216 2.24551  0.004
H 1.74421 0.72066 2.93526  0.003
H -0.41302 -2.33585 2.48678  0.001
H -4.09798 0.55526 2.93218  0.000
H 0.45706 -1.37144 3.73238  0.000
H -1.77944 3.25689 3.75375  0.000
H -1.10610 2.18701 5.00526  0.000
H -2.35129 -1.04137 5.32007  0.000
H -4.67903 1.97732 2.11903  0.000
H -3.22082 3.24114 0.47730  0.000
H -2.98706 0.87407 0.78224  0.001
H -1.46976 2.86712 0.29755  0.009

---

No. 3
Below is the ion C14H22I2N3O3 with charge +1, with properties calculated with ωB97M-V/def2-TZVPD.

Output
Total charge = +1
M = 534.16 g mol⁻¹
HOMO energy = -11.62 eV
Gap between HOMO and LUMO = 0.26483 Ha
Multiplicity = 1
Maximum force = 5.68 eV/A
Calculated total energy = -1531.26091 a.u.
LUMO level = -4.4 eV

Each line ends with the Löwdin charge.
Positions of all 44 atoms, in Å:
I -2.59599 1.47313 -2.30419  0.795
I 2.37217 3.48732 -2.84122  0.844
O -5.25603 0.46091 2.11046  -0.151
O -0.86663 -3.23186 0.37142  -0.141
O -3.15339 -2.54934 0.94043  -0.150
N 1.61953 0.79056 -0.11423  -0.009
N 0.29875 -0.45837 -1.70779  0.087
N 2.18057 -1.18952 1.74240  -0.004
C 2.35061 1.90240 0.66396  -0.132
C -1.11670 4.06352 -3.68375  -0.172
C 0.59663 2.29825 -2.35523  -0.634
C 1.69564 2.28693 1.97531  0.063
C 0.84402 0.92808 -1.43390  -0.114
C 0.21709 -2.99779 -0.62614  -0.112
C 4.45610 -1.13517 0.36291  -0.113
C 0.69987 -1.43087 -0.62053  -0.048
C -4.65322 -0.89722 2.31855  -0.177
C -3.95883 -1.30905 0.89119  -0.206
C 3.68782 -1.08175 1.81102  -0.253
C -1.82637 -2.11689 0.38901  -0.210
C 1.60320 -0.60353 0.47288  -0.062
C -0.79626 2.69285 -2.80969  -0.650
H 4.47380 -0.04915 -0.07967  0.070
H 3.97696 -0.15581 2.48528  0.121
H 5.57105 -1.49373 0.59414  0.102
H -5.54200 -1.62842 2.53296  0.143
H -4.53553 1.09224 1.75623  0.106
H 1.85520 -2.18047 1.77411  0.122
H -4.82912 -1.45070 0.09515  0.154
H 3.99853 -1.94247 -0.35340  0.088
H 1.15965 -3.63621 -0.27029  0.152
H 3.35079 2.38263 0.26627  0.114
H -1.57973 4.84256 -2.91755  0.108
H -3.85747 -0.86403 3.19804  0.140
H 4.06189 -2.03852 2.41877  0.138
H 2.26032 1.97392 2.95411  0.091
H -0.07388 -3.34792 -1.71167  0.149
H -2.07948 -1.68064 -0.68784  0.131
H 0.65256 2.82903 1.95080  0.093
H -1.99123 3.79938 -4.45087  0.092
H -0.18108 4.51675 -4.22090  0.056
H -3.34545 -0.36378 0.50918  0.089
H -1.46125 -1.26305 1.13864  0.160
H -0.28314 -0.72418 -2.53436  0.132

---

No. 4
Below is a structure of composition C14H22MnNO5Sb, with properties calculated with ωB97M-V/def2-TZVPD.

Output
<S²> = 4.1752
Total charge = +2
M = 461.03 g mol⁻¹
HOMO energy (spin up / spin down) = -16.04 / -16.23 eV
Gap between HOMO and LUMO (spin up / spin down) = 0.24090 / 0.28586 Ha
Multiplicity = 4
Maximum force = 2.67 eV/A
Calculated total energy = -2368.09459 a.u.
LUMO level (spin up / spin down) = -9.5 / -8.4 eV

Each line ends with the Löwdin spin population.
Positions of all 44 atoms, in Å:
Sb -0.68558 0.92561 -1.43297  -0.255
Mn -0.69639 -1.71629 -0.85091  3.271
O 3.61474 -2.17530 5.49596  -0.001
O 4.95957 -2.52212 3.76818  0.001
O -0.55659 -1.84086 0.89713  0.033
O -2.23991 -1.66932 -1.44663  0.039
O 1.06989 -2.16067 -1.11904  0.010
N 3.88743 -2.27432 4.30423  0.000
C -2.45583 1.61611 -0.51596  -0.026
C 1.00868 1.75180 -0.50401  -0.056
C 1.98660 -2.29627 -0.21602  0.019
C -2.62556 3.14516 -0.42836  -0.015
C 1.43928 -1.91632 3.89116  0.009
C -3.64901 -1.65626 -1.50562  0.016
C -0.66056 1.06888 -3.54960  -0.033
C 0.33680 -1.83143 3.03534  0.004
C 2.96945 -2.24853 2.02383  0.009
C 0.51690 -1.93252 1.68042  0.005
C 2.73465 -2.10197 3.36054  0.005
C 1.02333 1.76503 1.03658  -0.002
C -0.09196 2.38320 -4.08887  -0.015
C 1.80260 -2.13295 1.18480  0.005
H -3.94849 -1.56430 -2.53365  -0.004
H -3.91206 -2.61902 -1.08250  0.002
H -1.95631 3.59155 0.32038  0.000
H -0.15940 2.42561 -5.16908  -0.004
H 1.04026 2.75349 -0.93768  -0.012
H 2.96627 -2.60652 -0.64034  -0.002
H 3.99029 -2.42797 1.70257  0.000
H -1.70743 0.88163 -3.81800  0.000
H -2.48600 3.61738 -1.38088  0.000
H 0.25385 2.40161 1.42773  0.000
H 1.99545 2.17845 1.32053  -0.001
H 1.33327 -1.86427 4.97271  0.000
H -0.10933 0.16359 -3.81764  -0.002
H -4.10242 -0.87892 -0.89962  0.002
H -3.62894 3.38808 -0.08431  -0.003
H -0.68459 -1.66533 3.38832  0.000
H -2.52804 1.14937 0.47060  -0.001
H 0.94932 2.50491 -3.88465  0.000
H 1.84889 1.20899 -0.91413  0.000
H -3.23216 1.17234 -1.16524  0.000
H 1.02751 0.75773 1.41425  -0.001
H -0.63848 3.25095 -3.70956  0.000

---

No. 5
Below is the ion C14H22N5O3 with charge +1, with properties calculated with ωB97M-V/def2-TZVPD.

Output
Total charge = +1
M = 308.36 g mol⁻¹
Relative energy (zero: lowest compared OMol25 entry of this formula, charge and spin) = 0.0 kJ/mol
HOMO energy = -12.10 eV
Gap between HOMO and LUMO = 0.34852 Ha
Multiplicity = 1
Maximum force = 2.89 eV/A
Calculated total energy = -1046.03921 a.u.
LUMO level = -2.6 eV

Each line ends with the Löwdin charge.
Positions of all 44 atoms, in Å:
O 1.97868 0.72035 -1.43382  0.016
O -3.35241 -1.19664 2.72617  0.066
O -1.36423 0.91133 -1.14699  0.059
N 2.70796 1.03991 3.18078  0.119
N 1.78384 1.30205 1.23055  0.170
N -2.88764 0.35137 1.16993  0.098
N -0.24401 -1.01201 -0.72436  0.031
N 1.17866 0.79724 -3.53085  0.039
C 0.40646 -1.00445 -2.05989  -0.177
C 1.92788 1.94717 -4.03192  -0.044
C 2.95625 1.19730 1.86132  -0.028
C 1.31385 0.97466 3.37124  0.033
C -0.74290 1.30207 1.89198  -0.029
C 0.76690 1.16935 2.13216  -0.189
C -5.18013 -0.16002 1.57273  0.014
C 1.24416 -2.27680 -2.13877  -0.111
C -1.00044 0.01516 -0.35487  -0.392
C -3.71185 -0.39788 1.89617  -0.563
C 1.25205 0.26119 -2.31637  -0.435
C 0.31383 -2.14117 0.04793  -0.105
C 1.64020 -2.51148 -0.67177  -0.132
C -1.43759 0.15906 1.10885  -0.196
H 3.39704 0.99349 3.90810  0.169
H 2.14277 -2.15625 -2.74912  0.128
H 1.95740 2.80407 -3.34202  0.088
H 0.64590 -3.13071 -2.51185  0.134
H -5.30494 0.28870 0.58380  0.077
H 0.49889 0.42104 -4.18987  0.152
H -0.88572 2.25879 1.38263  0.135
H -0.34430 -1.07595 -2.84887  0.151
H -1.22456 1.34714 2.86163  0.128
H 1.42263 2.25990 -4.98606  0.109
H 1.73158 1.41296 0.20675  0.134
H 0.47645 -1.89412 1.09249  0.110
H -3.27765 1.02752 0.50433  0.156
H -5.65828 -1.11903 1.53148  0.079
H -5.64665 0.46374 2.36219  0.102
H 0.78899 0.81652 4.28542  0.136
H -1.19356 -0.77368 1.66808  0.142
H 2.99071 1.65340 -4.11013  0.095
H 1.94617 -3.52495 -0.48792  0.110
H 2.44402 -1.83004 -0.37327  0.109
H -0.41085 -2.97659 0.00584  0.141
H 3.95445 1.28628 1.42614  0.170